DFT (wB97M-V/def2-TZVPD) results for a cluster of 5 separate species, C17H46Cl2N4O4 in total.

Geometry (Å):
C (0.262, 3.377, 1.430)
C (-0.346, 3.518, 2.806)
C (0.077, 2.482, 3.819)
O (0.114, 1.144, 3.331)
C (-1.139, 0.563, 3.249)
N (-0.020, 4.844, 3.399)
H (1.287, 3.001, 1.481)
H (0.289, 4.345, 0.931)
H (-0.324, 2.688, 0.823)
H (-1.443, 3.456, 2.721)
H (-0.609, 2.508, 4.677)
H (1.080, 2.703, 4.189)
H (-1.777, 0.720, 4.126)
H (-1.074, -0.511, 3.068)
H (-1.700, 0.939, 2.374)
H (-0.460, 5.569, 2.837)
H (-0.537, 4.904, 4.276)
C (-4.744, -1.181, -0.751)
C (-4.124, -0.148, -1.705)
C (-3.755, 1.109, -0.955)
O (-3.076, 1.992, -1.811)
C (-2.720, 3.190, -1.148)
N (-2.987, -0.739, -2.419)
H (-5.631, -1.643, -1.181)
H (-5.095, -0.736, 0.189)
H (-4.049, -1.966, -0.447)
H (-4.916, 0.050, -2.434)
H (-3.046, 0.810, -0.150)
H (-4.588, 1.612, -0.447)
H (-2.196, 3.828, -1.856)
H (-2.013, 2.970, -0.335)
H (-3.616, 3.688, -0.767)
H (-2.595, 0.015, -2.983)
H (-2.267, -0.864, -1.704)
C (1.414, 2.811, -4.500)
C (2.423, 1.791, -3.976)
C (3.247, 1.191, -5.089)
O (3.888, 2.238, -5.789)
C (4.436, 1.846, -7.016)
N (3.351, 2.448, -3.012)
H (1.888, 3.665, -4.984)
H (0.815, 3.259, -3.697)
H (0.679, 2.357, -5.175)
H (1.872, 1.005, -3.461)
H (2.611, 0.625, -5.776)
H (4.025, 0.568, -4.629)
H (5.436, 1.414, -6.898)
H (4.516, 2.707, -7.683)
H (3.773, 1.139, -7.533)
H (3.953, 3.034, -3.588)
H (2.802, 3.120, -2.481)
C (2.418, -4.498, 2.498)
C (1.243, -5.420, 2.830)
C (0.303, -4.737, 3.808)
O (-0.834, -5.530, 4.147)
C (-0.550, -6.734, 4.799)
N (0.584, -5.784, 1.580)
H (3.076, -4.368, 3.362)
H (2.069, -3.526, 2.147)
H (3.057, -4.975, 1.754)
H (1.680, -6.303, 3.303)
H (-0.138, -3.862, 3.326)
H (0.812, -4.438, 4.734)
H (0.013, -6.579, 5.732)
H (0.040, -7.421, 4.185)
H (-1.513, -7.179, 5.037)
H (0.422, -4.944, 1.039)
H (-0.298, -6.258, 1.720)
C (0.901, -0.107, 0.236)
Cl (0.296, 0.273, -1.399)
Cl (0.588, -1.756, 0.695)
H (1.967, 0.092, 0.189)
H (0.473, 0.599, 0.934)

The total energy is -2115.58468 Eh. The strongest force on any atom comes out at 1.7 eV/Å. The value obtained for the HOMO energy is -9.1 eV. Its SMILES is COC[C@H](C)N.COC[C@H](C)N.COC[C@H](C)N.COC[C@H](C)N.ClCCl. As for the charge: 0. As for the LUMO energy: 0.5727 eV. The calculation puts the energy relative to the best compared isomer or geometry (same formula, charge and spin) at 0.354 eV.

Listed below, in e, are the Mulliken charges computed for each atom:
1. C -0.709
2. C 1.050
3. C -1.135
4. O -0.233
5. C -0.522
6. N -0.802
7. H 0.258
8. H 0.468
9. H -0.482
10. H 0.123
11. H 0.424
12. H 0.321
13. H 0.389
14. H 0.085
15. H 0.165
16. H 0.276
17. H 0.281
18. C -1.311
19. C 0.371
20. C -0.372
21. O -0.310
22. C -0.343
23. N -0.737
24. H 0.310
25. H 0.338
26. H 0.306
27. H 0.333
28. H 0.014
29. H 0.440
30. H 0.262
31. H -0.097
32. H 0.364
33. H 0.338
34. H 0.170
35. C -1.373
36. C 0.944
37. C -0.943
38. O -0.327
39. C -0.734
40. N -0.751
41. H 0.333
42. H 0.332
43. H 0.371
44. H -0.091
45. H 0.450
46. H 0.374
47. H 0.261
48. H 0.248
49. H 0.309
50. H 0.299
51. H 0.270
52. C -1.340
53. C 0.324
54. C -0.164
55. O -0.391
56. C -0.673
57. N -0.587
58. H 0.409
59. H 0.121
60. H 0.387
61. H 0.270
62. H -0.066
63. H 0.381
64. H 0.291
65. H 0.284
66. H 0.265
67. H 0.238
68. H 0.295
69. C 0.690
70. Cl -0.158
71. Cl -0.140
72. H 0.331
73. H -0.774


DFT (wB97M-V/def2-TZVPD) results for a structure of composition C17H46F6NO13S2V2.

Geometry (Å):
V (-1.805, -2.350, -1.763)
V (0.992, -3.144, -0.128)
C (-0.214, 0.177, -0.344)
O (-0.260, -1.209, -0.599)
H (0.194, 0.671, -1.236)
H (-1.224, 0.601, -0.317)
H (0.337, 0.412, 0.566)
C (-2.078, -5.616, 1.527)
F (-1.840, -5.977, 0.287)
F (-3.335, -5.781, 1.849)
F (-1.314, -6.332, 2.315)
S (-1.696, -3.741, 1.718)
O (-2.125, -3.234, 0.414)
O (-2.476, -3.217, 2.815)
N (0.018, -3.585, 1.683)
S (0.517, -3.741, 3.190)
O (-0.384, -4.517, 3.990)
O (1.856, -4.271, 3.180)
C (0.590, -2.029, 4.002)
F (1.419, -2.047, 5.000)
F (0.996, -1.143, 3.065)
F (-0.616, -1.648, 4.361)
O (-0.357, -3.843, -1.622)
H (-0.372, -4.443, -2.370)
C (-2.650, 3.936, -1.466)
C (-3.278, 2.861, -2.354)
O (-3.357, 1.677, -1.527)
H (-2.546, 4.830, -2.085)
H (-1.701, 3.574, -1.068)
H (-3.234, 4.184, -0.581)
H (-2.698, 2.656, -3.256)
H (-4.301, 3.040, -2.676)
H (-2.523, 1.386, -1.151)
C (-2.512, 2.165, 2.725)
C (-1.970, 1.878, 4.133)
O (-0.545, 1.797, 4.031)
H (-3.590, 1.996, 2.740)
H (-2.108, 1.363, 2.094)
H (-2.116, 3.063, 2.256)
H (-2.408, 0.955, 4.511)
H (-2.136, 2.736, 4.782)
H (-0.240, 0.904, 3.857)
C (-4.176, -0.698, 1.095)
C (-4.641, -1.355, -0.185)
O (-3.621, -1.061, -1.167)
H (-3.958, 0.359, 0.964)
H (-3.265, -1.184, 1.445)
H (-4.918, -0.903, 1.871)
H (-5.644, -0.976, -0.396)
H (-4.789, -2.429, -0.078)
H (-3.634, -0.117, -1.433)
C (3.178, -0.724, -2.407)
C (2.306, -1.764, -3.109)
O (1.979, -2.861, -2.220)
H (3.498, -0.088, -3.234)
H (4.016, -1.102, -1.829)
H (2.552, -0.144, -1.725)
H (2.890, -2.136, -3.951)
H (1.370, -1.310, -3.436)
H (1.114, -3.176, -2.518)
C (4.281, -1.776, 2.375)
C (3.883, -1.464, 0.940)
O (2.474, -1.646, 0.743)
H (5.363, -1.894, 2.428)
H (3.840, -2.741, 2.636)
H (3.907, -1.071, 3.116)
H (4.312, -2.253, 0.318)
H (4.243, -0.486, 0.624)
H (1.984, -0.821, 0.858)
C (1.207, 2.765, -4.207)
C (0.382, 3.882, -3.563)
O (-0.335, 4.580, -4.572)
H (1.537, 2.071, -3.427)
H (2.168, 3.161, -4.541)
H (0.646, 2.276, -4.998)
H (1.024, 4.558, -2.996)
H (-0.346, 3.421, -2.888)
H (-0.433, 5.503, -4.328)
C (3.750, 3.724, -1.031)
C (4.028, 2.792, 0.146)
O (2.776, 2.085, 0.403)
H (3.065, 4.521, -0.722)
H (3.174, 3.229, -1.812)
H (4.690, 4.169, -1.361)
H (4.332, 3.340, 1.035)
H (4.693, 2.004, -0.200)
H (2.185, 2.742, 0.788)

The total energy is -4991.48220 Eh. The strongest force on any atom comes out at 4.0 eV/Å. The value obtained for the HOMO energy (alpha / beta) is -11.7 / -12.2 eV. Its expectation value of S² is 12.01. As for the charge: +1. Its spin multiplicity is 7. As for the LUMO energy (alpha / beta): -4.0806 / -4.1114 eV. The calculation puts the energy relative to the best compared isomer or geometry (same formula, charge and spin) at 1.683 eV.

Listed below, in e, are the Mulliken charges computed for each atom:
1. V 0.755
2. V 0.825
3. C 1.018
4. O 0.534
5. H 0.205
6. H -1.550
7. H 0.087
8. C 0.700
9. F -0.200
10. F -0.184
11. F -0.182
12. S 0.247
13. O -0.177
14. O -0.488
15. N -0.124
16. S 0.867
17. O -0.567
18. O -0.658
19. C 0.615
20. F -0.201
21. F -0.197
22. F -0.209
23. O -0.625
24. H 0.057
25. C -1.046
26. C -0.354
27. O -0.645
28. H 0.353
29. H 0.192
30. H 0.335
31. H 0.282
32. H 0.365
33. H 0.103
34. C -0.273
35. C -0.427
36. O -0.538
37. H 0.369
38. H -0.300
39. H 0.326
40. H 0.263
41. H 0.298
42. H 0.216
43. C -0.587
44. C -0.397
45. O -0.407
46. H 0.140
47. H -0.017
48. H 0.406
49. H 0.377
50. H 0.354
51. H 0.485
52. C -0.674
53. C -0.302
54. O -0.503
55. H 0.441
56. H 0.254
57. H -0.098
58. H 0.347
59. H 0.233
60. H 0.348
61. C -1.163
62. C -0.273
63. O 0.841
64. H 0.447
65. H 0.193
66. H 0.263
67. H 0.400
68. H 0.021
69. H -0.259
70. C -0.875
71. C 0.371
72. O -0.559
73. H -0.062
74. H 0.326
75. H 0.390
76. H 0.368
77. H -0.299
78. H 0.329
79. C -0.824
80. C -0.402
81. O -0.252
82. H 0.329
83. H 0.022
84. H 0.411
85. H 0.338
86. H 0.257
87. H 0.194


> Which of these has the lowest strongest force on any atom?

C17H46Cl2N4O4